No. 1
DFT (ωB97M-V/def2-TZVPD) results for a molecular structure, C36H33BrF2IN6OPb.

Values from the calculation:
**Frontier orbital gap**: 6.7 eV
**Highest occupied orbital energy**: -0.1532 Eh
**Total charge**: -1
**Lowest unoccupied orbital energy**: 2.48 eV

Geometry (Å):
1 Pb -0.401 -0.864 -0.669
2 N 2.433 2.788 1.072
3 C 1.813 1.574 1.046
4 N 0.557 1.404 1.210
5 C -0.275 2.500 1.447
6 N -1.533 2.378 1.679
7 N -2.222 1.259 1.568
8 C -2.519 0.524 2.556
9 C -3.408 -0.633 2.412
10 C -3.766 -1.365 3.546
11 C -4.584 -2.470 3.404
12 C -5.002 -2.838 2.134
13 C -4.574 -2.070 1.059
14 N -3.821 -0.987 1.190
15 C 0.333 3.834 1.541
16 C -0.387 4.978 1.872
17 C 0.249 6.196 2.030
18 C 1.625 6.287 1.849
19 C 2.356 5.166 1.505
20 C 1.718 3.937 1.355
21 H 3.422 2.849 0.911
22 H 2.426 0.686 0.915
23 H -2.095 0.695 3.551
24 H -3.384 -1.075 4.517
25 H -4.885 -3.046 4.270
26 H -5.636 -3.701 1.980
27 H -4.832 -2.342 0.040
28 H -1.457 4.887 2.002
29 H -0.323 7.076 2.294
30 H 2.130 7.234 1.989
31 H 3.429 5.227 1.362
32 C -3.885 1.915 -2.414
33 C -3.207 2.758 -3.285
34 C -1.825 2.757 -3.292
35 C -1.130 1.904 -2.426
36 N -1.803 1.089 -1.610
37 C -3.129 1.091 -1.599
38 C 0.344 1.805 -2.413
39 C 1.115 2.846 -2.940
40 C 2.490 2.730 -3.036
41 C 3.102 1.561 -2.603
42 C 2.336 0.557 -2.027
43 C 0.948 0.641 -1.897
44 H -4.965 1.885 -2.386
45 H -3.753 3.404 -3.961
46 H -1.287 3.382 -3.990
47 H -3.585 0.394 -0.904
48 H 0.647 3.770 -3.262
49 H 3.077 3.541 -3.451
50 H 4.174 1.434 -2.707
51 H 2.850 -0.327 -1.668
52 F -1.977 -3.038 -2.617
53 C -1.285 -1.814 -2.772
54 F -0.399 -2.047 -3.823
55 H -2.041 -1.128 -3.188
56 Br 4.521 -2.874 -2.837
57 C 2.916 -3.876 -3.099
58 C 2.835 -4.647 -4.249
59 C 1.706 -5.422 -4.462
60 C 0.677 -5.411 -3.531
61 C 0.778 -4.622 -2.399
62 C 1.901 -3.834 -2.154
63 I 1.988 -2.675 -0.300
64 H 3.649 -4.643 -4.961
65 H 1.634 -6.031 -5.354
66 H -0.208 -6.016 -3.687
67 H -0.035 -4.598 -1.683
68 C 2.675 -2.947 3.277
69 C 1.780 -1.773 2.829
70 C 0.309 -2.228 2.890
71 C 1.962 -0.608 3.820
72 O 2.131 -1.328 1.567
73 H 2.456 -3.252 4.304
74 H 3.723 -2.646 3.205
75 H 2.523 -3.798 2.610
76 H 0.035 -2.532 3.905
77 H 0.150 -3.073 2.217
78 H -0.339 -1.407 2.573
79 H 1.720 -0.912 4.844
80 H 1.313 0.219 3.524
81 H 3.000 -0.266 3.784

---

No. 2
DFT (ωB97M-V/def2-TZVPD) results for a molecular structure, C11H17Cl2PtSm.

Values from the calculation:
**Frontier orbital gap (spin up / spin down)**: 2.8 / 4.9 eV
**Highest occupied orbital energy (spin up / spin down)**: 0.0732 / -0.0084 Eh
**Total charge**: -2
**Lowest unoccupied orbital energy (spin up / spin down)**: 4.79 / 4.70 eV
**Expectation value of S²**: 15.7881
**Multiplicity**: 8

Geometry (Å):
1 Sm 0.357 -0.612 -2.339
2 Cl 1.790 -2.691 -2.353
3 C 1.822 0.964 -3.367
4 C -0.926 -1.081 -4.309
5 H 1.565 1.215 -4.402
6 H 1.922 1.895 -2.788
7 H 2.803 0.450 -3.367
8 H -0.691 -0.430 -5.159
9 H -2.015 -1.082 -4.151
10 H -0.614 -2.111 -4.571
11 Pt -0.904 0.898 -0.148
12 C -1.962 -0.798 0.368
13 C -1.627 1.647 -1.729
14 H -2.954 -0.710 -0.098
15 H -1.437 -1.703 0.015
16 H -2.044 -0.827 1.465
17 H -2.451 1.168 -2.309
18 H -1.196 2.528 -2.240
19 Cl 0.353 2.904 2.588
20 C 0.460 1.266 3.067
21 C 0.215 0.931 4.401
22 C 0.187 -0.415 4.783
23 C 0.437 -1.407 3.829
24 C 0.739 -1.063 2.514
25 C 0.743 0.276 2.104
26 C 1.007 0.634 0.675
27 H 0.039 1.723 5.126
28 H -0.031 -0.680 5.819
29 H 0.401 -2.455 4.119
30 H 0.926 -1.839 1.766
31 H 1.547 -0.177 0.155
32 H 1.540 1.582 0.536

---

No. 3
DFT (ωB97M-V/def2-TZVPD) results for 11 unconnected molecules or ions with the total composition C42H61N5O10.

Values from the calculation:
**SMILES string**: c1cc[nH]c1.c1cc[nH]c1.c1cc[nH]c1.c1cc[nH]c1.c1cc[nH]c1.O=C1CCCO1.O=C1CCCO1.O=C1CCCO1.O=C1CCCO1.CC(C)=O.CC(C)=O
**Frontier orbital gap**: 7.3 eV
**Highest occupied orbital energy**: -0.2497 Eh
**Lowest unoccupied orbital energy**: 0.46 eV

Geometry (Å):
1 C -1.518 4.683 1.873
2 C -0.656 3.825 2.575
3 C -0.855 4.048 3.930
4 N -1.812 5.014 4.035
5 C -2.252 5.394 2.812
6 H -1.630 4.625 0.801
7 H 0.060 3.084 2.259
8 H -0.390 3.635 4.810
9 H -2.141 5.353 4.920
10 H -3.089 6.073 2.805
11 C 1.985 0.154 4.888
12 C 1.877 1.378 4.166
13 C 2.046 1.028 2.854
14 N 2.451 -0.257 2.759
15 C 2.272 -0.862 3.986
16 H 1.859 0.091 5.957
17 H 1.758 2.299 4.711
18 H 2.009 1.720 2.023
19 H 2.599 -0.723 1.875
20 H 2.392 -1.924 4.108
21 C -1.395 -6.047 0.912
22 C -1.637 -4.679 1.254
23 C -2.397 -4.664 2.387
24 N -2.637 -5.983 2.753
25 C -2.026 -6.815 1.849
26 H -0.813 -6.422 0.087
27 H -1.394 -3.833 0.630
28 H -2.672 -3.892 3.083
29 H -3.028 -6.323 3.610
30 H -2.102 -7.877 2.018
31 C -5.588 -0.965 -2.718
32 C -5.605 -2.344 -2.381
33 C -4.355 -2.673 -1.874
34 N -3.600 -1.534 -1.907
35 C -4.311 -0.528 -2.455
36 H -6.439 -0.337 -2.919
37 H -6.407 -3.058 -2.480
38 H -4.019 -3.629 -1.511
39 H -2.622 -1.553 -1.676
40 H -3.955 0.492 -2.452
41 C -2.655 2.609 -3.264
42 C -2.540 1.217 -3.246
43 C -3.242 0.733 -4.322
44 N -3.926 1.785 -4.885
45 C -3.456 2.958 -4.334
46 H -2.222 3.256 -2.520
47 H -2.023 0.654 -2.486
48 H -3.452 -0.297 -4.567
49 H -4.568 1.642 -5.641
50 H -3.757 3.914 -4.726
51 O -4.627 0.828 1.647
52 C -3.799 0.599 2.466
53 C -3.329 1.556 3.551
54 C -2.225 0.746 4.238
55 C -2.332 -0.679 3.730
56 O -3.176 -0.621 2.570
57 H -2.859 2.459 3.175
58 H -4.181 1.612 4.228
59 H -1.256 1.187 3.996
60 H -2.261 0.817 5.328
61 H -1.329 -1.048 3.509
62 H -2.846 -1.394 4.378
63 O 5.139 3.072 -0.506
64 C 5.595 2.501 0.433
65 C 5.146 1.209 1.041
66 C 5.432 1.473 2.508
67 C 6.823 2.154 2.340
68 O 6.590 3.005 1.200
69 H 4.140 0.894 0.770
70 H 5.749 0.367 0.686
71 H 4.756 2.191 2.962
72 H 5.570 0.568 3.097
73 H 7.095 2.753 3.204
74 H 7.608 1.442 2.080
75 O -0.004 3.185 -1.376
76 C 0.931 3.339 -2.103
77 C 2.389 3.030 -1.829
78 C 3.043 4.060 -2.738
79 C 2.164 3.839 -3.970
80 O 0.838 3.778 -3.391
81 H 2.689 3.165 -0.794
82 H 2.624 2.010 -2.137
83 H 3.012 5.059 -2.307
84 H 4.094 3.789 -2.847
85 H 2.134 4.705 -4.629
86 H 2.424 2.924 -4.501
87 O 3.083 -2.057 0.224
88 C 2.902 -3.198 -0.088
89 C 1.729 -3.883 -0.674
90 C 1.897 -5.275 -0.136
91 C 3.430 -5.436 -0.183
92 O 3.940 -4.075 -0.178
93 H 0.714 -3.496 -0.627
94 H 1.972 -3.772 -1.740
95 H 1.586 -5.462 0.891
96 H 1.350 -5.982 -0.761
97 H 3.811 -5.864 0.743
98 H 3.726 -6.088 -1.003
99 C 0.197 -2.214 -3.846
100 C 0.303 -0.880 -4.505
101 C -0.247 -0.736 -5.921
102 O 0.842 0.048 -3.957
103 H 0.890 -2.145 -3.001
104 H 0.496 -3.041 -4.490
105 H -0.727 -2.464 -3.323
106 H 0.572 -0.955 -6.602
107 H -0.710 0.243 -6.033
108 H -1.082 -1.428 -6.051
109 C 1.138 0.214 -0.842
110 C -0.244 -0.264 -0.475
111 C -1.135 0.748 0.224
112 O -0.640 -1.401 -0.627
113 H 1.581 -0.627 -1.363
114 H 1.517 0.355 0.178
115 H 1.247 1.185 -1.313
116 H -1.825 0.152 0.815
117 H -1.656 1.346 -0.526
118 H -0.537 1.435 0.821

---

No. 4
DFT (ωB97M-V/def2-TZVPD) results for a molecular structure, C10H11CrNS.

Values from the calculation:
**Frontier orbital gap (spin up / spin down)**: 6.7 / 8.6 eV
**Highest occupied orbital energy (spin up / spin down)**: -0.6287 / -0.6381 Eh
**Total charge**: +2
**Lowest unoccupied orbital energy (spin up / spin down)**: -10.37 / -8.80 eV
**Expectation value of S²**: 6.0599
**Multiplicity**: 5

Geometry (Å):
1 Cr -1.025 -0.684 0.358
2 C 0.003 2.576 -1.296
3 C 0.195 1.096 -1.688
4 C 1.256 0.140 -1.458
5 C 1.162 -1.279 -1.555
6 C -0.001 -1.881 -1.819
7 C -1.203 -1.281 -2.229
8 C -1.146 0.212 -2.054
9 H 0.025 3.119 -0.169
10 H -0.808 3.123 -1.994
11 H 0.723 2.925 -1.909
12 H 2.043 0.798 -0.894
13 H 2.315 -1.472 -0.965
14 H 0.184 -2.885 -1.901
15 H -1.722 -1.182 -3.332
16 H -2.126 0.625 -2.245
17 S -0.529 -0.811 4.617
18 C -0.066 0.523 3.657
19 C 0.388 0.104 2.469
20 N 0.232 -1.252 2.128
21 C -0.277 -1.853 3.188
22 H -0.026 1.562 3.941
23 H 1.056 0.676 1.842
24 H -0.655 -2.899 3.309

---

No. 5
DFT (ωB97M-V/def2-TZVPD) results for 7 unconnected molecules or ions with the total composition C14H32Br6N4O6.

Values from the calculation:
**SMILES string**: C[N+](=O)[O-].C[N+](=O)[O-].CNC(C)=O.CNC(C)=O.BrCCBr.BrCCBr.BrCCBr
**Frontier orbital gap**: 9.7 eV
**Highest occupied orbital energy**: -0.3594 Eh
**Lowest unoccupied orbital energy**: -0.12 eV

Geometry (Å):
1 C -1.119 -2.001 3.433
2 N 0.297 -1.809 3.008
3 O 0.752 -2.251 1.930
4 O 1.011 -1.260 3.863
5 H -1.242 -1.192 4.177
6 H -1.050 -2.993 3.910
7 H -1.690 -1.906 2.579
8 C 0.064 0.385 -0.835
9 N -0.649 0.381 0.474
10 O -0.181 1.063 1.379
11 O -1.658 -0.278 0.566
12 H 0.423 1.389 -1.159
13 H -0.603 -0.110 -1.501
14 H 1.012 -0.200 -0.698
15 C 0.657 0.560 -4.338
16 N 1.127 -0.521 -3.559
17 C 0.257 -1.567 -3.242
18 C 0.804 -2.698 -2.371
19 O -0.940 -1.585 -3.673
20 H -0.224 1.007 -3.953
21 H 0.363 0.202 -5.325
22 H 1.391 1.297 -4.573
23 H 2.024 -0.430 -3.137
24 H -0.142 -3.061 -1.979
25 H 1.442 -2.341 -1.624
26 H 1.252 -3.483 -2.973
27 C 3.136 0.863 0.985
28 N 4.057 -0.162 0.512
29 C 4.039 -0.560 -0.759
30 C 4.850 -1.748 -1.181
31 O 3.370 0.041 -1.564
32 H 3.444 1.921 0.691
33 H 3.001 0.868 2.104
34 H 2.225 0.544 0.519
35 H 4.689 -0.608 1.162
36 H 4.453 -2.288 -2.043
37 H 4.994 -2.392 -0.331
38 H 5.955 -1.439 -1.386
39 Br -4.866 0.669 2.611
40 C -4.493 1.318 0.804
41 C -3.572 2.544 0.850
42 Br -3.010 2.580 -1.022
43 H -5.449 1.463 0.397
44 H -4.093 0.500 0.260
45 H -2.699 2.467 1.523
46 H -4.083 3.460 0.996
47 Br 3.873 3.220 4.060
48 C 1.897 3.210 4.528
49 C 1.010 3.720 3.420
50 Br -0.735 3.833 4.227
51 H 1.888 3.816 5.457
52 H 1.667 2.184 4.920
53 H 1.086 3.023 2.544
54 H 1.353 4.695 3.072
55 Br -4.498 -2.183 -0.083
56 C -3.457 -2.092 -1.725
57 C -4.150 -1.454 -2.845
58 Br -5.625 -2.363 -3.675
59 H -3.202 -3.124 -1.842
60 H -2.636 -1.500 -1.416
61 H -3.343 -1.171 -3.553
62 H -4.457 -0.451 -2.597

---

No. 6
DFT (ωB97M-V/def2-TZVPD) results for 2 unconnected molecules or ions with the total composition C4H13NOS.

Values from the calculation:
**SMILES string**: CCNCCS.O
**Frontier orbital gap**: 9.5 eV
**Highest occupied orbital energy**: -0.3204 Eh
**Lowest unoccupied orbital energy**: 0.80 eV

Geometry (Å):
1 C -1.729 -0.738 -2.546
2 C -0.273 -0.314 -2.280
3 N -0.019 0.150 -0.932
4 C 0.305 -0.858 0.077
5 C -0.790 -1.110 1.112
6 S -0.633 0.016 2.568
7 H -2.398 0.113 -2.404
8 H -1.802 -1.161 -3.545
9 H -2.034 -1.548 -1.871
10 H -0.068 0.499 -2.971
11 H 0.343 -1.188 -2.499
12 H -0.740 0.795 -0.631
13 H 1.239 -0.578 0.566
14 H 0.525 -1.789 -0.437
15 H -1.766 -0.927 0.685
16 H -0.705 -2.116 1.520
17 H -1.748 0.730 2.381
18 O 3.309 2.421 -0.411
19 H 2.472 1.968 -0.600
20 H 3.191 3.301 -0.782

---

No. 7
DFT (ωB97M-V/def2-TZVPD) results for a molecular structure, C8H28IN2O5.

Values from the calculation:
**Frontier orbital gap**: 6.8 eV
**Highest occupied orbital energy**: -0.1402 Eh
**Total charge**: -1
**Lowest unoccupied orbital energy**: 2.94 eV

Geometry (Å):
1 I -2.032 -0.326 0.250
2 C -2.138 1.110 -2.680
3 C -0.713 0.588 -2.630
4 C 0.285 1.657 -2.095
5 O 1.577 1.180 -2.180
6 C 2.547 2.066 -1.605
7 N -0.787 -0.634 -1.883
8 H -2.876 0.326 -2.849
9 H -2.204 1.714 -3.586
10 H -2.330 1.663 -1.761
11 H -0.416 0.388 -3.659
12 H 0.136 2.009 -1.074
13 H 0.209 2.525 -2.750
14 H 2.334 2.444 -0.605
15 H 2.552 3.025 -2.123
16 H 3.538 1.613 -1.568
17 H -1.514 -0.429 -1.212
18 H 0.069 -0.518 -1.360
19 C 2.080 -2.370 0.688
20 C 0.591 -2.169 0.929
21 C 0.351 -0.944 1.727
22 O 1.013 -0.991 2.938
23 C 1.028 0.197 3.691
24 N 0.049 -2.061 -0.393
25 H 2.514 -2.786 1.598
26 H 2.589 -1.507 0.260
27 H 2.131 -3.095 -0.125
28 H 0.083 -2.938 1.511
29 H -0.706 -0.677 1.723
30 H 0.849 -0.145 1.176
31 H 0.039 0.601 3.907
32 H 1.540 0.983 3.135
33 H 1.606 0.017 4.598
34 H -0.687 -1.382 -0.265
35 H 0.628 -1.467 -0.969
36 O -1.253 2.181 -0.010
37 H -1.762 2.531 0.721
38 H -1.516 1.262 -0.067
39 O -1.104 0.684 2.625
40 H -1.013 1.633 2.715
41 H -1.493 0.561 1.760
42 O -1.545 -2.881 0.475
43 H -2.194 -3.553 0.682
44 H -2.058 -2.085 0.340

---

No. 8
DFT (ωB97M-V/def2-TZVPD) results for a molecular structure, C30H18F3MnN4O9Sb.

Values from the calculation:
**Frontier orbital gap (spin up / spin down)**: 6.9 / 6.1 eV
**Highest occupied orbital energy (spin up / spin down)**: -0.4229 / -0.4261 Eh
**Total charge**: +1
**Lowest unoccupied orbital energy (spin up / spin down)**: -4.59 / -5.52 eV
**Expectation value of S²**: 6.2973
**Multiplicity**: 5

Geometry (Å):
1 Mn 1.573 0.946 -1.406
2 O -0.655 1.894 1.768
3 C 0.095 1.885 0.808
4 O 0.220 0.868 0.011
5 C 0.891 3.074 0.379
6 C 0.940 4.258 1.098
7 C 1.745 5.283 0.624
8 C 2.458 5.077 -0.550
9 C 2.330 3.874 -1.228
10 N 1.553 2.882 -0.784
11 H 0.353 4.338 2.000
12 H 1.826 6.208 1.174
13 H 3.103 5.845 -0.949
14 H 2.854 3.705 -2.161
15 O 6.294 -2.847 -4.397
16 N 6.756 -2.431 -3.362
17 O 7.872 -2.622 -2.953
18 C 5.884 -1.607 -2.542
19 C 4.580 -1.352 -2.975
20 C 3.793 -0.555 -2.188
21 C 4.211 -0.003 -0.931
22 O 3.377 0.687 -0.270
23 C 5.556 -0.275 -0.563
24 C 6.367 -1.056 -1.363
25 N 6.098 0.303 0.651
26 O 5.341 0.905 1.371
27 O 7.280 0.150 0.836
28 N 2.492 -0.089 -2.492
29 O 2.354 1.023 -3.092
30 O 1.446 -0.749 -2.252
31 H 4.238 -1.758 -3.915
32 H 7.395 -1.218 -1.059
33 F -8.362 1.305 -0.380
34 C -7.085 1.011 -0.125
35 C -6.506 -0.081 -0.755
36 C -5.177 -0.371 -0.502
37 C -4.463 0.415 0.387
38 C -5.043 1.518 0.995
39 C -6.371 1.815 0.749
40 Sb -2.346 -0.024 0.730
41 C -2.062 -1.712 -0.603
42 C -1.546 -1.457 -1.863
43 C -1.385 -2.498 -2.759
44 C -1.742 -3.778 -2.363
45 F -1.581 -4.789 -3.222
46 C -2.264 -4.044 -1.107
47 C -2.429 -2.995 -0.219
48 C -2.193 -0.770 2.746
49 C -1.089 -1.539 3.095
50 C -0.888 -1.893 4.417
51 C -1.797 -1.448 5.367
52 F -1.603 -1.763 6.649
53 C -2.904 -0.683 5.029
54 C -3.096 -0.332 3.705
55 H -7.094 -0.677 -1.435
56 H -4.710 -1.213 -0.992
57 H -4.461 2.147 1.655
58 H -6.856 2.661 1.209
59 H -1.262 -0.449 -2.152
60 H -0.992 -2.336 -3.749
61 H -2.530 -5.058 -0.846
62 H -2.842 -3.181 0.765
63 H -0.379 -1.853 2.339
64 H -0.033 -2.483 4.715
65 H -3.580 -0.357 5.804
66 H -3.947 0.273 3.425

---

Number 1: calculated total energy -5059.6887 hartree. Number 2: calculated total energy -2126.8059 hartree. Number 3: calculated total energy -2663.0741 hartree. Number 4: calculated total energy -1884.1553 hartree. Number 5: calculated total energy -16667.0044 hartree. Number 6: calculated total energy -688.3568 hartree. Number 7: calculated total energy -1104.4768 hartree. Number 8: calculated total energy -3740.4827 hartree.